Entry 1:
The following is a quantum chemistry calculation of C28H22N3O6Sr as an isolated structure, from the OMol25 dataset.

Last column: natural (NBO) charge in e.
CARTESIAN COORDINATES (ANGSTROEM)
Sr: 0.25 1.89 0.33  1.848
O: 0.77 0.57 2.18  -0.889
C: 1.27 -0.60 2.42  0.398
C: 0.92 -1.31 3.60  -0.263
C: 1.42 -2.55 3.88  -0.204
C: 2.32 -3.18 3.01  -0.319
C: 2.69 -2.52 1.87  -0.155
C: 2.20 -1.25 1.54  -0.246
C: 2.71 -0.65 0.32  0.115
N: 2.31 0.45 -0.21  -0.403
N: 2.99 0.82 -1.37  -0.477
C: 2.70 2.04 -1.73  0.545
O: 1.92 2.87 -1.14  -0.877
C: 3.36 2.50 -3.00  -0.015
C: 3.09 3.78 -3.48  -0.216
C: 3.67 4.23 -4.65  -0.228
C: 4.53 3.41 -5.36  -0.229
C: 4.81 2.13 -4.89  -0.230
C: 4.23 1.68 -3.72  -0.206
H: 0.21 -0.82 4.26  0.201
H: 1.10 -3.06 4.79  0.195
H: 2.71 -4.17 3.24  0.196
H: 3.40 -2.98 1.18  0.193
H: 3.53 -1.18 -0.18  0.158
H: 2.41 4.40 -2.91  0.233
H: 3.45 5.23 -5.02  0.199
H: 4.99 3.76 -6.28  0.197
H: 5.48 1.49 -5.44  0.199
H: 4.43 0.69 -3.34  0.236
O: -3.94 3.68 1.67  -0.663
C: -2.90 3.04 1.12  0.798
O: -1.78 3.50 1.18  -0.670
C: -3.24 1.75 0.44  0.096
C: -4.52 1.48 0.00  -0.439
C: -4.75 0.15 -0.43  -0.172
C: -3.72 -0.71 -0.64  -0.356
C: -2.31 -0.19 -0.54  -0.042
N: -2.18 0.96 0.36  -0.650
C: -1.79 0.36 -1.90  0.807
O: -2.56 0.17 -2.96  -0.667
O: -0.73 0.95 -1.98  -0.657
H: -3.58 4.51 2.02  0.491
H: -5.33 2.18 0.16  0.219
H: -5.77 -0.21 -0.52  0.204
H: -3.89 -1.77 -0.78  0.216
H: -3.39 -0.22 -2.61  0.504
C: -1.31 -1.30 -0.14  -0.412
C: -1.62 -2.10 1.10  -0.022
C: -2.43 -1.64 2.14  -0.152
C: -2.65 -2.43 3.26  -0.229
C: -2.07 -3.68 3.37  -0.230
C: -1.25 -4.14 2.35  -0.207
C: -1.04 -3.36 1.23  -0.198
H: -1.23 -2.00 -0.98  0.212
H: -0.31 -0.86 -0.04  0.232
H: -2.88 -0.66 2.08  0.219
H: -3.28 -2.05 4.06  0.201
H: -2.24 -4.29 4.25  0.201
H: -0.77 -5.11 2.43  0.205
H: -0.39 -3.71 0.44  0.208

Summary:
DFT total energy ... -46990.045 eV
Total charge ... -1
Highest occupied orbital energy ... -4.16 eV
Multiplicity ... 1
ΔE to the lowest compared entry with this formula, charge and spin ... 0.0 kcal/mol

***

Entry 2:
The following is a quantum chemistry calculation of C28H23AuCl7IN4O6S as an isolated structure, from the OMol25 dataset.

Last column: Löwdin charge in e.
CARTESIAN COORDINATES (ANGSTROEM)
Au: -0.32 2.56 0.46  0.927
Cl: -2.16 -0.07 -0.51  0.740
C: -2.86 1.49 -0.79  -0.686
C: -2.15 2.63 -0.47  -0.335
C: -2.69 3.86 -0.79  -0.694
Cl: -1.76 5.29 -0.50  0.709
C: -3.96 3.97 -1.35  -0.702
Cl: -4.62 5.51 -1.72  0.705
C: -4.70 2.81 -1.61  -0.699
Cl: -6.27 2.92 -2.27  0.703
C: -4.14 1.56 -1.34  -0.700
Cl: -5.04 0.13 -1.65  0.702
I: 2.14 2.74 1.45  0.211
C: 7.62 -2.01 -1.44  -0.110
C: 6.72 -0.84 -1.83  -0.301
S: 5.09 -1.44 -2.18  0.633
O: 4.49 -1.89 -0.95  -0.310
O: 5.13 -2.34 -3.31  -0.294
C: 4.19 0.02 -2.68  -0.201
C: 2.74 -0.39 -2.96  -0.120
N: 1.81 0.66 -2.54  0.067
C: 1.23 0.70 -1.33  -0.342
N: 0.50 1.80 -1.23  -0.105
C: 0.61 2.51 -2.39  0.008
C: 1.43 1.81 -3.21  -0.113
N: 1.87 2.19 -4.52  -0.329
O: 2.75 1.52 -5.03  0.091
O: 1.35 3.17 -5.00  0.121
C: 1.39 -0.36 -0.30  -0.043
H: 8.62 -1.63 -1.23  0.081
H: 7.68 -2.74 -2.24  0.080
H: 7.24 -2.50 -0.54  0.081
H: 7.07 -0.34 -2.74  0.107
H: 6.62 -0.11 -1.03  0.108
H: 4.67 0.44 -3.56  0.107
H: 4.24 0.72 -1.85  0.119
H: 2.48 -1.28 -2.39  0.118
H: 2.59 -0.60 -4.02  0.132
H: 0.12 3.46 -2.56  0.134
H: 0.93 -1.29 -0.65  0.067
H: 0.90 -0.05 0.62  0.038
H: 2.45 -0.55 -0.10  0.083
Cl: -1.04 -2.91 0.66  0.723
C: -2.69 -3.21 1.10  -0.571
C: -3.28 -4.33 0.53  -0.117
C: -4.62 -4.60 0.71  -0.085
C: -5.38 -3.73 1.46  -0.112
C: -4.79 -2.63 2.06  -0.567
Cl: -5.79 -1.56 2.99  0.723
C: -3.42 -2.33 1.93  -0.294
N: -2.94 -1.19 2.54  0.059
C: -1.68 -0.91 3.09  -0.230
C: -0.84 -1.90 3.58  -0.068
C: 0.39 -1.57 4.12  -0.081
C: 0.77 -0.24 4.22  -0.084
C: -0.10 0.76 3.80  -0.066
C: -1.33 0.44 3.23  -0.157
C: -2.33 1.50 2.83  -0.069
C: -1.83 2.93 2.99  -0.610
O: -2.14 3.59 3.95  0.104
O: -1.06 3.46 2.04  -0.282
H: -2.66 -4.97 -0.09  0.102
H: -5.07 -5.47 0.25  0.107
H: -6.44 -3.89 1.61  0.106
H: -3.68 -0.57 2.83  0.065
H: -1.15 -2.94 3.53  0.105
H: 1.05 -2.35 4.48  0.105
H: 1.73 0.03 4.65  0.104
H: 0.18 1.80 3.92  0.091
H: -3.21 1.44 3.48  0.135
H: -2.67 1.33 1.81  0.074

Summary:
DFT total energy ... -157938.454 eV
Total charge ... 0
Highest occupied orbital energy ... -8.05 eV
Multiplicity ... 1
ΔE to the lowest compared entry with this formula, charge and spin ... 7.7 kcal/mol